1.
Below is the molecule C21H24N2O5S2, with properties calculated with the ωB97M-V functional and the def2-TZVPD basis.

```
54
Properties=species:S:1:pos:R:3
C 4.749 0.498 -0.237
C 3.287 0.666 0.162
C 2.483 1.343 -0.923
S 0.799 1.660 -0.330
O 0.033 2.291 -1.378
O 0.906 2.385 0.911
C -0.121 0.177 0.066
C -0.813 -0.631 -0.846
S -0.464 -0.615 -2.583
O -0.771 -1.931 -3.120
O 0.904 -0.210 -2.756
C -1.579 0.617 -3.305
C -1.266 0.796 -4.780
C -1.800 -0.352 -5.629
C -1.786 -1.340 -0.121
C -2.790 -2.290 -0.474
N -3.002 -2.624 -1.774
C -3.590 -2.785 0.543
C -3.428 -2.358 1.866
C -2.477 -1.439 2.185
N -1.682 -0.940 1.198
C -0.668 -0.031 1.327
C -0.374 0.651 2.608
O -1.260 1.137 3.280
C 1.034 0.605 3.059
C 1.810 -0.528 2.829
C 3.094 -0.600 3.339
C 3.616 0.462 4.058
C 2.846 1.592 4.288
C 1.552 1.658 3.808
H 5.301 0.002 0.558
H 4.828 -0.100 -1.141
H 5.208 1.466 -0.423
H 2.851 -0.314 0.366
H 3.215 1.263 1.073
H 2.388 0.750 -1.826
H 2.863 2.335 -1.157
H -2.590 0.263 -3.126
H -1.367 1.519 -2.735
H -0.181 0.861 -4.882
H -1.693 1.740 -5.124
H -1.528 -0.209 -6.671
H -1.387 -1.297 -5.287
H -2.885 -0.402 -5.561
H -3.582 -3.430 -1.935
H -2.230 -2.484 -2.425
H -4.356 -3.506 0.304
H -4.065 -2.755 2.639
H -2.321 -1.052 3.177
H 1.396 -1.359 2.275
H 3.689 -1.486 3.173
H 4.623 0.407 4.444
H 3.255 2.417 4.852
H 0.932 2.523 3.979
```

Properties
Molecular weight, g/mol: 448.57
Frontier orbital gap, eV: 7.8
Multiplicity: 1
SMILES: CCCS(=O)(=O)c1c(S(=O)(=O)CCC)c2c(N)cccn2c1C(=O)c1ccccc1
Energy above the lowest of the compared OMol25 structures with the same formula, charge and spin, kJ/mol: 158.4
LUMO level, eV: 0.03

Mulliken atomic charge list, values in e, 8 entries:
1. C -1.60
2. C 0.44
3. C -0.95
4. S 1.37
5. O -0.76
6. O -0.62
7. C 0.52
8. C 0.58

2.
Below is the molecule C21H24N4O5, with properties calculated with the ωB97M-V functional and the def2-TZVPD basis.

```
54
Properties=species:S:1:pos:R:3
O -1.054 -3.204 -1.108
C -0.946 -1.995 -1.035
N -2.038 -1.189 -1.097
C -2.124 0.205 -1.243
C -1.258 0.897 -2.077
C -1.395 2.262 -2.254
C -2.422 2.936 -1.616
C -3.301 2.252 -0.796
C -3.164 0.884 -0.581
N -4.050 0.134 0.208
C -5.364 0.691 0.469
C -6.269 -0.447 0.950
O -5.764 -1.049 2.118
C -4.469 -1.556 1.897
C -3.514 -0.458 1.426
C 0.371 -1.333 -0.812
C 1.503 -1.828 -1.470
C 2.748 -1.303 -1.235
C 2.949 -0.256 -0.310
N 4.199 0.159 0.018
C 4.591 0.570 1.346
C 5.739 -0.336 1.826
O 6.824 -0.359 0.933
C 6.417 -0.805 -0.339
C 5.322 0.114 -0.891
C 1.785 0.278 0.294
N 1.788 1.508 1.019
O 2.659 2.322 0.765
O 0.881 1.708 1.807
C 0.531 -0.289 0.074
H -2.931 -1.669 -1.071
H -0.486 0.356 -2.602
H -0.712 2.791 -2.900
H -2.539 4.000 -1.753
H -4.091 2.795 -0.302
H -5.767 1.112 -0.454
H -5.335 1.471 1.247
H -7.261 -0.069 1.205
H -6.360 -1.199 0.151
H -4.136 -1.973 2.849
H -4.505 -2.357 1.143
H -2.529 -0.884 1.242
H -3.425 0.304 2.217
H 1.381 -2.653 -2.155
H 3.600 -1.738 -1.732
H 3.764 0.452 2.046
H 4.906 1.619 1.340
H 6.131 0.030 2.776
H 5.349 -1.358 1.965
H 7.304 -0.779 -0.973
H 6.042 -1.838 -0.275
H 5.005 -0.201 -1.883
H 5.731 1.130 -0.961
H -0.308 0.146 0.597
```

Properties
Molecular weight, g/mol: 412.45
Frontier orbital gap, eV: 7.8
Multiplicity: 1
SMILES: O=C(Nc1ccccc1N1CCOCC1)c1ccc(N2CCOCC2)c([N+](=O)[O-])c1
Energy above the lowest of the compared OMol25 structures with the same formula, charge and spin, kJ/mol: 486.9
LUMO level, eV: -0.39

Mulliken atomic charge list, values in e, 8 entries:
1. O -0.67
2. C -0.10
3. N -0.14
4. C -0.20
5. C -0.30
6. C -0.79
7. C -0.86
8. C -0.23

3.
Below is a cluster of 3 separate species, C21H24N5O2 in total, with properties calculated with the ωB97M-V functional and the def2-TZVPD basis.

```
52
Properties=species:S:1:pos:R:3
N -3.460 2.968 1.852
C -4.011 2.965 0.618
N -4.271 4.282 -0.008
C -3.066 4.468 -0.945
C -2.408 3.079 -1.405
C -3.405 1.826 -1.387
O -2.660 0.576 -1.567
C -2.597 -0.162 -0.342
O -3.334 -1.143 -0.060
C -1.456 0.287 0.707
C -1.730 0.337 2.242
C -0.573 0.827 3.150
C 0.802 1.245 2.571
C 1.045 1.138 1.038
C -0.077 0.657 0.053
N -4.332 1.782 -0.189
H -3.931 2.720 2.731
H -2.440 3.165 1.913
H -4.195 4.979 0.762
H -3.430 5.135 -1.793
H -2.280 5.016 -0.296
H -1.430 2.919 -0.824
H -2.084 3.215 -2.507
H -4.055 1.915 -2.339
H -2.775 0.049 2.630
H -0.780 0.893 4.273
H 1.629 1.633 3.273
H 2.060 1.411 0.588
H 0.120 0.582 -1.076
H -5.267 1.993 -0.600
N 1.080 -2.656 -0.704
C -0.255 -2.804 -0.692
C -0.972 -3.428 -1.701
C -0.272 -3.927 -2.790
C 1.108 -3.786 -2.830
C 1.733 -3.148 -1.769
H -0.757 -2.394 0.179
H -2.049 -3.521 -1.636
H -0.797 -4.421 -3.601
H 1.686 -4.163 -3.665
H 2.811 -3.016 -1.751
N 4.395 -2.109 -0.397
C 5.694 -2.026 -0.728
C 6.728 -2.047 0.195
C 6.405 -2.156 1.540
C 5.070 -2.241 1.910
C 4.110 -2.215 0.911
H 5.896 -1.939 -1.791
H 7.759 -1.979 -0.130
H 7.185 -2.174 2.292
H 4.782 -2.326 2.950
H 3.053 -2.283 1.149
```

Properties
Molecular weight, g/mol: 378.46
Frontier orbital gap, eV: 5.2
Multiplicity: 1
Charge: +1
LUMO level, eV: -5.89

Mulliken atomic charge list, values in e, 8 entries:
1. N -0.23
2. C 0.02
3. N -0.28
4. C -0.56
5. C -0.42
6. C 0.01
7. O -0.36
8. C 0.35

4.
Below is a cluster of 2 separate species, C21H24O3P in total, with properties calculated with the ωB97M-V functional and the def2-TZVPD basis.

```
49
Properties=species:S:1:pos:R:3
C -0.531 2.352 3.505
C -1.136 2.840 2.177
C -1.627 1.707 1.270
C -0.492 1.175 0.391
C -0.118 2.151 -0.754
C -0.666 -0.261 -0.075
C -1.822 -0.765 -0.739
P -3.396 0.037 -1.271
C -2.993 1.655 -2.024
C -4.350 0.436 0.260
C -1.866 -2.099 -1.138
C -0.804 -2.975 -0.936
C 0.335 -2.489 -0.337
C 0.406 -1.162 0.109
C 1.712 -0.791 0.756
O 1.823 -0.121 1.763
C 2.915 -1.388 0.105
C 4.100 -0.685 -0.009
C 5.181 -1.283 -0.625
C 5.091 -2.584 -1.093
C 3.919 -3.300 -0.946
C 2.827 -2.692 -0.354
C 1.522 -3.384 -0.209
O 1.424 -4.585 -0.047
H -0.966 1.397 3.792
H 0.550 2.247 3.432
H -0.726 3.074 4.299
H -0.409 3.442 1.630
H -1.973 3.508 2.394
H -2.423 2.105 0.641
H -2.067 0.913 1.876
H 0.368 1.153 1.042
H 0.793 2.681 -0.482
H 0.094 1.571 -1.656
H -0.901 2.892 -0.915
H -3.716 1.826 -2.820
H -2.010 1.568 -2.486
H -3.004 2.509 -1.348
H -4.383 1.506 0.464
H -5.370 0.088 0.104
H -3.952 -0.083 1.129
H -2.749 -2.449 -1.654
H -0.837 -4.002 -1.270
H 4.134 0.330 0.360
H 6.093 -0.715 -0.749
H 5.936 -3.044 -1.587
H 3.842 -4.316 -1.307
O 1.343 0.162 -2.722
H 0.876 -0.155 -1.946
```

Properties
Molecular weight, g/mol: 355.39
Frontier orbital gap, eV: 5.3
Multiplicity: 1
Charge: -1
Energy above the lowest of the compared OMol25 structures with the same formula, charge and spin, kJ/mol: 0.0
LUMO level, eV: 2.34

Mulliken atomic charge list, values in e, 8 entries:
1. C -1.13
2. C -0.92
3. C -0.18
4. C 1.49
5. C -1.67
6. C -0.23
7. C 0.59
8. P -0.01

5.
Below is the molecule C21H24O6, with properties calculated with the ωB97M-V functional and the def2-TZVPD basis.

```
51
Properties=species:S:1:pos:R:3
C 2.592 2.588 -3.296
C 2.236 2.369 -1.834
O 0.830 2.256 -1.747
C 0.258 2.040 -0.533
C -1.130 1.920 -0.528
C -1.823 1.659 0.635
C -1.140 1.512 1.838
O -1.708 1.232 3.055
C -3.016 0.714 3.135
C -3.096 -0.816 2.952
O -3.226 -1.230 1.605
C -2.175 -1.280 0.742
C -2.533 -1.194 -0.603
C -1.592 -1.174 -1.606
C -0.233 -1.247 -1.294
C 0.744 -1.134 -2.347
C 2.081 -1.188 -2.232
C 2.939 -1.018 -3.399
O 2.575 -0.822 -4.535
O 4.249 -1.093 -3.078
C 0.126 -1.409 0.047
C -0.810 -1.441 1.065
O -0.477 -1.623 2.376
C 0.884 -1.625 2.762
C 0.920 -1.575 4.281
C 0.240 1.685 1.843
C 0.937 1.938 0.676
H 3.667 2.698 -3.401
H 2.102 3.484 -3.666
H 2.259 1.741 -3.891
H 2.584 3.218 -1.228
H 2.711 1.451 -1.462
H -1.655 2.023 -1.464
H -2.896 1.563 0.582
H -3.336 0.943 4.156
H -3.699 1.208 2.437
H -4.020 -1.165 3.422
H -2.239 -1.281 3.440
H -3.585 -1.112 -0.828
H -1.902 -1.079 -2.635
H 0.349 -0.968 -3.343
H 2.599 -1.354 -1.300
H 4.786 -0.979 -3.876
H 1.169 -1.512 0.291
H 1.375 -2.537 2.394
H 1.394 -0.749 2.343
H 1.950 -1.570 4.627
H 0.410 -2.441 4.697
H 0.420 -0.675 4.630
H 0.761 1.616 2.786
H 2.009 2.050 0.724
```

Properties
Molecular weight, g/mol: 372.42
Frontier orbital gap, eV: 7.8
Multiplicity: 1
SMILES: CCOc1ccc(OCCOc2ccc(/C=C/C(=O)O)cc2OCC)cc1
Energy above the lowest of the compared OMol25 structures with the same formula, charge and spin, kJ/mol: 175.9
LUMO level, eV: 0.04

Mulliken atomic charge list, values in e, 8 entries:
1. C -1.51
2. C -0.17
3. O -0.34
4. C 0.32
5. C -0.59
6. C -0.12
7. C -0.07
8. O -0.48

6.
Below is a structure of composition C21H25F2N3O3, with properties calculated with the ωB97M-V functional and the def2-TZVPD basis.

```
54
Properties=species:S:1:pos:R:3
O 0.763 -2.211 -0.762
C 0.576 -1.104 -0.442
N -0.670 -0.682 -0.084
C -1.280 0.490 0.301
H -0.493 1.057 0.263
C -2.398 0.924 -0.681
N -3.519 -0.048 -0.791
C -2.900 -1.196 -1.412
C -1.942 -1.720 -0.332
H -1.400 -2.729 -0.574
H -2.452 -1.697 0.742
H -3.781 -1.842 -1.554
H -2.314 -1.280 -2.346
C -4.483 0.267 0.071
C -5.446 1.304 -0.533
C -6.626 1.513 0.732
C -7.335 0.109 0.840
C -6.495 -0.927 1.291
C -5.238 -0.983 0.124
H -5.814 -1.304 -0.658
H -4.769 -1.929 0.431
H -7.154 -1.699 1.470
H -6.023 -0.530 2.239
H -8.212 0.475 1.712
H -7.862 0.186 -0.398
H -7.116 2.381 0.257
H -6.114 1.655 1.564
H -4.828 2.403 -0.562
H -5.938 1.024 -1.265
H -4.060 0.390 1.099
H -2.733 2.088 -0.478
H -1.843 1.117 -1.805
H -1.809 0.457 1.316
C 1.483 -0.210 -0.337
N 1.344 1.157 -0.289
O 2.661 1.959 -0.193
C 3.551 0.768 -0.390
C 2.880 -0.418 -0.008
H 3.277 -1.378 -0.269
C 4.852 1.255 -0.061
O 5.771 -0.144 0.207
C 6.904 0.027 0.331
C 7.803 1.008 0.039
C 9.229 0.779 0.099
C 9.745 -0.265 0.151
C 9.194 -1.509 0.301
C 7.753 -1.402 0.290
F 7.017 -2.526 0.373
H 9.475 -2.342 0.328
H 10.791 -0.362 0.322
H 9.905 1.862 -0.047
F 7.431 2.349 -0.188
H 5.449 1.676 -1.196
H 5.195 1.756 0.763
```

Properties
Molecular weight, g/mol: 405.44
Frontier orbital gap, eV: 7.2
Multiplicity: 1
Energy above the lowest of the compared OMol25 structures with the same formula, charge and spin, kJ/mol: 2133.7
LUMO level, eV: -0.89

Mulliken atomic charge list, values in e, 8 entries:
1. O -0.63
2. C 0.20
3. N -0.11
4. C -0.90
5. H 1.06
6. C -0.57
7. N 0.27
8. C -0.84

7.
Below is the molecule C21H25F3N2O, with properties calculated with the ωB97M-V functional and the def2-TZVPD basis.

```
52
Properties=species:S:1:pos:R:3
O -2.712 -3.405 -1.155
C -3.613 -2.393 -1.539
C -3.544 -1.138 -0.666
C -2.287 -0.285 -0.903
C -1.041 -0.959 -0.310
N -1.147 -0.999 1.139
C -0.103 -1.800 1.767
C 1.282 -1.226 1.599
C 1.801 -0.338 2.535
C 3.029 0.269 2.339
C 3.761 0.005 1.196
C 3.247 -0.877 0.256
C 4.042 -1.198 -0.975
F 4.838 -2.274 -0.799
F 4.855 -0.197 -1.350
F 3.274 -1.478 -2.039
C 2.022 -1.496 0.454
C -1.225 0.351 1.669
C -2.450 1.062 1.078
N -2.512 1.047 -0.366
C -1.872 2.151 -1.063
C -0.361 2.215 -1.020
C 0.295 2.878 0.012
C 1.677 2.898 0.077
C 2.427 2.265 -0.900
C 1.787 1.617 -1.942
C 0.405 1.595 -2.001
H -2.854 -3.596 -0.221
H -4.641 -2.786 -1.516
H -3.362 -2.157 -2.575
H -3.576 -1.437 0.383
H -4.415 -0.518 -0.878
H -2.142 -0.187 -1.984
H -0.143 -0.411 -0.635
H -0.981 -1.981 -0.687
H -0.348 -1.876 2.831
H -0.151 -2.799 1.325
H 1.239 -0.126 3.433
H 3.418 0.951 3.079
H 4.719 0.473 1.033
H 1.648 -2.191 -0.283
H -0.315 0.929 1.444
H -1.340 0.291 2.755
H -3.352 0.566 1.451
H -2.471 2.098 1.423
H -2.283 3.070 -0.634
H -2.197 2.092 -2.106
H -0.284 3.389 0.770
H 2.170 3.415 0.887
H 3.506 2.285 -0.856
H 2.365 1.129 -2.713
H -0.086 1.091 -2.822
```

Properties
Molecular weight, g/mol: 378.44
Frontier orbital gap, eV: 8.7
Multiplicity: 1
SMILES: OCC[C@@H]1CN(Cc2cccc(C(F)(F)F)c2)CCN1Cc1ccccc1
Energy above the lowest of the compared OMol25 structures with the same formula, charge and spin, kJ/mol: 5.8
LUMO level, eV: 0.73

Mulliken atomic charge list, values in e, 8 entries:
1. O -0.54
2. C -0.80
3. C -1.13
4. C -0.12
5. C -0.42
6. N 0.23
7. C -1.73
8. C 0.75

8.
Below is the molecule C21H25FN6O2, with properties calculated with the ωB97M-V functional and the def2-TZVPD basis.

```
55
Properties=species:S:1:pos:R:3
C -1.647 -2.979 1.968
C -1.055 -1.596 2.219
C -2.114 -0.678 2.825
C -0.524 -0.981 0.904
C 0.102 0.349 1.176
N 0.890 0.637 2.191
N 1.276 1.894 2.028
N 0.777 2.393 0.976
N 0.028 1.454 0.394
C -0.627 1.695 -0.865
C -2.076 1.293 -0.833
C -2.591 0.450 -1.811
C -3.919 0.064 -1.779
C -4.722 0.531 -0.754
F -6.015 0.150 -0.710
C -4.237 1.375 0.229
C -2.909 1.757 0.179
N 0.461 -1.758 0.192
C 0.103 -2.630 -0.892
C 1.173 -2.448 -2.009
N 2.283 -1.700 -1.451
C 2.232 -0.349 -1.629
O 1.518 0.148 -2.497
C 3.066 0.556 -0.830
C 3.185 1.911 -1.044
C 4.007 2.409 -0.016
C 4.327 1.333 0.756
O 3.772 0.215 0.276
C 2.758 -2.328 -0.240
C 1.674 -2.159 0.857
H -2.062 -3.379 2.890
H -2.444 -2.924 1.229
H -0.891 -3.674 1.610
H -0.218 -1.675 2.918
H -2.494 -1.105 3.750
H -1.695 0.299 3.053
H -2.948 -0.548 2.136
H -1.370 -0.834 0.223
H -0.528 2.770 -1.045
H -0.088 1.161 -1.656
H -1.944 0.095 -2.599
H -4.334 -0.589 -2.530
H -4.893 1.723 1.011
H -2.515 2.417 0.937
H 0.076 -3.686 -0.576
H -0.886 -2.363 -1.267
H 0.779 -1.874 -2.848
H 1.539 -3.411 -2.370
H 2.730 2.458 -1.843
H 4.305 3.424 0.138
H 4.912 1.241 1.650
H 3.710 -1.906 0.071
H 2.911 -3.386 -0.469
H 1.560 -3.104 1.413
H 1.957 -1.376 1.563
```

Properties
Molecular weight, g/mol: 412.47
Frontier orbital gap, eV: 9.2
Multiplicity: 1
SMILES: CC(C)[C@@H](c1nnnn1Cc1ccc(F)cc1)N1CCN(C(=O)c2ccco2)CC1
Energy above the lowest of the compared OMol25 structures with the same formula, charge and spin, kJ/mol: 0.0
LUMO level, eV: 0.69

Mulliken atomic charge list, values in e, 8 entries:
1. C -1.62
2. C 0.54
3. C -1.50
4. C 0.09
5. C -0.97
6. N -0.18
7. N -0.84
8. N -0.58